This record from OMol25 describes a structure of composition C23H30FN5O4S. The level of theory is wB97M-V/def2-TZVPD.

Results
Calculated total energy (eV): -53533.294

Geometry (Å):
S (-3.095, 1.585, -1.588)
F (3.199, 5.956, 0.725)
O (3.025, -0.901, -1.564)
O (0.058, 1.370, 0.753)
O (-4.924, 1.231, 2.835)
O (-2.342, -1.669, -1.430)
N (-2.270, 0.893, 2.122)
N (-4.407, 1.634, -0.650)
N (2.082, -0.391, 0.442)
N (0.137, 0.888, -1.454)
N (-6.413, 1.608, 1.173)
C (2.817, 4.769, 0.208)
C (4.497, -2.895, 1.810)
C (-0.544, 1.151, -0.310)
C (-0.963, -1.914, -1.290)
C (-3.116, -2.201, -0.377)
C (2.635, -1.462, 1.244)
C (2.322, -0.201, -0.859)
C (-0.232, -1.332, -2.495)
C (1.277, 3.487, -1.072)
C (-5.171, 1.400, 1.651)
C (3.196, 2.438, -0.094)
C (1.660, 4.705, -0.546)
C (2.290, -2.869, 0.744)
C (4.167, -1.499, 1.273)
C (-1.996, 1.231, -0.291)
C (3.598, 3.652, 0.434)
C (2.027, 2.339, -0.837)
C (-2.737, 1.175, 0.896)
C (-4.588, -2.008, -0.703)
C (3.261, -3.769, 1.510)
C (-4.121, 1.394, 0.613)
C (-0.420, 0.187, -2.591)
C (1.594, 1.028, -1.458)
H (3.522, -4.653, 0.931)
H (-4.805, -0.954, -0.848)
H (-0.642, -1.779, -3.401)
H (4.531, -1.388, 0.252)
H (4.681, -2.857, 2.884)
H (2.248, -1.326, 2.259)
H (-1.485, 0.385, -2.671)
H (5.393, -3.293, 1.336)
H (-0.776, -2.997, -1.230)
H (-7.191, 1.651, 1.809)
H (-4.836, -2.538, -1.618)
H (2.492, -2.912, -0.326)
H (-2.932, 0.997, 2.880)
H (1.247, -3.131, 0.918)
H (-5.198, -2.388, 0.111)
H (4.502, 3.737, 1.016)
H (-2.860, -1.695, 0.568)
H (4.589, -0.704, 1.887)
H (1.078, 5.597, -0.715)
H (-2.891, -3.273, -0.257)
H (1.469, 0.290, 0.887)
H (-1.278, 1.006, 2.270)
H (3.807, 1.564, 0.073)
H (2.804, -4.105, 2.441)
H (0.066, 0.559, -3.497)
H (0.826, -1.585, -2.428)
H (0.378, 3.428, -1.669)
H (-0.590, -1.462, -0.356)
H (1.894, 1.049, -2.515)
H (-6.545, 1.767, 0.190)

Here are the natural (NBO) charges for atoms 1 to 2, given in e: S 0.7155; F -0.3256